1.
ORCA calculation (wB97M-V/def2-TZVPD) on a structure of composition C14H20BN6Zn.

XYZ file:
```
42
Properties=species:S:1:pos:R:3:nbo_charge:R:1
Zn -0.02600 0.82831 0.26975 1.362
N -1.45658 -0.94064 0.19995 -0.361
N -0.00351 -1.14642 2.80603 -0.326
N -1.23957 -2.08523 0.86600 -0.327
N 0.07612 0.15592 2.48617 -0.350
N 1.26525 -2.04822 0.83673 -0.327
N 1.53617 -0.90460 0.19560 -0.349
C -1.25225 2.00923 -2.68613 -0.621
C -2.58653 -1.10022 -0.47214 -0.036
C 1.21455 1.73146 -2.71558 -0.611
C -0.12151 -0.03225 4.70819 -0.373
C -0.12457 -1.28995 4.13917 -0.025
C 0.17335 2.61424 -0.58552 -1.339
C 2.21444 -2.96523 0.56881 -0.027
C 2.66303 -1.09271 -0.47588 -0.037
C 0.21406 4.00095 -2.65957 -0.611
C 0.07341 2.56291 -2.12161 -0.112
C -3.12342 -2.37723 -0.23948 -0.373
C 0.00484 0.84101 3.61783 -0.037
C -2.22337 -2.97020 0.62376 -0.024
C 3.14258 -2.39356 -0.27641 -0.373
B 0.02177 -2.25043 1.73313 0.563
H -2.96588 -0.29169 -1.07759 0.220
H -0.62907 4.61115 -2.32294 0.191
H -0.19114 0.21789 5.75300 0.216
H 1.08739 0.67881 -2.44478 0.190
H 0.05919 -3.33783 2.24516 -0.052
H 0.04753 1.91848 3.59405 0.218
H 1.24420 1.80821 -3.81018 0.174
H -2.09304 2.56278 -2.26155 0.196
H -1.36309 0.95799 -2.40625 0.190
H 4.03096 -2.84613 -0.68245 0.216
H -4.02238 -2.80239 -0.65206 0.217
H -1.30813 2.08814 -3.78391 0.166
H 3.07493 -0.28883 -1.06312 0.222
H 2.17273 -3.95287 0.99789 0.208
H -2.22656 -3.94707 1.07944 0.210
H 1.13158 4.45739 -2.28429 0.207
H -0.69480 3.19880 -0.22383 0.142
H 2.16932 2.07184 -2.30943 0.207
H 0.23260 4.01304 -3.75786 0.166
H -0.19859 -2.26484 4.59192 0.210
```

Summary:
- 2S+1: 1
- Net charge: -1
- HOMO: -0.054 Eh
- LUMO: 2.854 eV

---

2.
ORCA calculation (wB97M-V/def2-TZVPD) on a structure of composition P4S2.

XYZ file:
```
6
Properties=species:S:1:pos:R:3:nbo_charge:R:1
S 0.57264 -2.47089 0.15255 -0.363
S 0.52874 0.66659 -1.77430 -0.271
P 1.31581 1.60139 -0.02758 0.219
P -1.15245 0.32652 -0.50570 0.113
P -0.96478 -1.53564 0.78666 0.387
P -0.26020 1.36473 1.31955 -0.086
```

Summary:
- 2S+1: 1
- HOMO: -0.311 Eh
- ΔE to the lowest compared entry with this formula, charge and spin: 6.2 kcal/mol
- LUMO: -1.869 eV